Entry 1:
{
  "formula": "C46H79ClFNO14P2S8",
  "method": "ωB97M-V/def2-TZVPD",
  "elements": ["C", "C", "C", "C", "C", "C", "C", "C", "C", "C", "C", "C", "C", "C", "C", "P", "O", "O", "O", "C", "P", "O", "O", "S", "C", "O", "C", "C", "C", "C", "C", "C", "C", "C", "N", "C", "C", "C", "C", "C", "Cl", "C", "F", "C", "O", "H", "H", "H", "H", "H", "H", "H", "H", "H", "H", "H", "H", "H", "H", "H", "H", "H", "H", "H", "H", "H", "H", "H", "H", "H", "H", "H", "H", "H", "H", "H", "H", "H", "H", "H", "H", "H", "C", "S", "O", "C", "H", "H", "H", "H", "H", "H", "C", "S", "O", "C", "H", "H", "H", "H", "H", "H", "C", "S", "O", "C", "H", "H", "H", "H", "H", "H", "C", "S", "O", "C", "H", "H", "H", "H", "H", "H", "C", "S", "O", "C", "H", "H", "H", "H", "H", "H", "C", "S", "O", "C", "H", "H", "H", "H", "H", "H", "C", "S", "O", "C", "H", "H", "H", "H", "H", "H"],
  "positions_angstrom": [[0.24, 2.74, -0.29], [-1.30, 2.84, -0.70], [-1.65, 2.81, -2.28], [-2.43, 2.98, 0.21], [-3.23, 1.72, 0.86], [-2.27, 0.55, 1.39], [-2.75, -0.94, 0.94], [-2.87, -0.99, -0.67], [-4.23, -1.12, 1.53], [-4.60, -2.66, 1.90], [-4.72, -3.53, 0.58], [-3.65, -4.63, 0.33], [-3.72, -5.47, -1.00], [-4.84, -5.24, -2.04], [-5.92, -4.13, -1.75], [-7.21, -3.94, -3.14], [-7.59, -2.49, -3.44], [-6.60, -4.60, -4.62], [-8.51, -4.94, -2.71], [-5.91, -3.26, -0.44], [-7.27, -1.99, -0.18], [-7.31, -1.31, 1.40], [-6.95, -0.65, -1.23], [-9.08, -2.71, -0.45], [-2.60, -6.56, -1.30], [-2.77, -7.62, -1.95], [-1.13, -6.23, -0.74], [-1.06, -5.42, 0.62], [0.33, -5.11, 1.22], [1.62, -5.62, 0.48], [3.10, -5.37, 1.09], [3.79, -4.25, 0.17], [5.14, -3.61, 0.79], [5.70, -2.58, -0.34], [5.15, -1.20, -0.17], [6.06, -0.17, -0.63], [5.37, 1.19, -0.36], [3.97, 0.84, 0.28], [3.90, -0.72, 0.36], [1.56, -6.41, -0.86], [3.01, -7.05, -1.76], [0.16, -6.70, -1.45], [0.11, -7.45, -2.68], [-2.46, -5.01, 1.30], [-2.50, -5.08, 2.55], [0.56, 3.77, 0.08], [0.47, 1.98, 0.54], [0.90, 2.45, -1.19], [-2.78, 2.82, -2.47], [-1.16, 1.91, -2.80], [-1.25, 3.76, -2.80], [-2.76, 4.07, 0.45], [-4.04, 1.37, 0.12], [-3.80, 2.17, 1.76], [-2.34, 0.58, 2.55], [-1.18, 0.77, 1.11], [-1.97, -1.67, 1.36], [-3.00, -2.07, -1.05], [-3.80, -0.41, -1.05], [-1.97, -0.53, -1.20], [-4.31, -0.49, 2.49], [-4.95, -0.68, 0.76], [-5.59, -2.75, 2.47], [-3.78, -3.00, 2.63], [-4.86, -5.89, -2.98], [-5.63, -4.46, -4.67], [-8.99, -5.26, -3.53], [-7.63, -0.38, 1.35], [-6.20, -0.98, -1.80], [0.43, -4.55, 2.22], [3.68, -6.37, 0.99], [3.08, -5.13, 2.20], [3.02, -3.42, 0.01], [4.09, -4.69, -0.85], [5.91, -4.43, 1.03], [4.86, -3.05, 1.77], [5.28, -2.98, -1.34], [6.83, -2.63, -0.42], [7.08, -0.32, -1.11], [5.77, 2.25, -0.55], [3.14, 1.52, 0.64], [3.05, -1.37, 0.74], [10.77, -2.24, 1.46], [9.04, -1.82, 1.79], [8.42, -1.43, 0.49], [9.39, -0.30, 2.70], [10.79, -3.15, 0.86], [11.25, -1.44, 0.91], [11.29, -2.42, 2.41], [9.96, 0.39, 2.08], [9.95, -0.54, 3.61], [8.44, 0.16, 2.98], [-11.49, -5.22, -6.77], [-11.16, -4.60, -5.11], [-10.19, -5.54, -4.47], [-12.80, -4.98, -4.44], [-10.58, -5.12, -7.37], [-11.78, -6.27, -6.73], [-12.28, -4.63, -7.23], [-13.00, -6.04, -4.54], [-13.55, -4.39, -4.97], [-12.80, -4.70, -3.38], [-1.87, 7.24, -2.47], [-2.54, 7.36, -0.79], [-2.32, 6.04, -0.13], [-4.28, 7.43, -1.29], [-0.79, 7.14, -2.40], [-2.28, 6.36, -2.97], [-2.12, 8.15, -3.02], [-4.54, 6.55, -1.87], [-4.45, 8.33, -1.88], [-4.89, 7.47, -0.39], [4.33, 6.54, 1.24], [4.50, 4.79, 0.85], [3.20, 4.13, 1.17], [5.66, 4.40, 2.18], [3.61, 6.98, 0.55], [3.96, 6.66, 2.27], [5.29, 7.04, 1.13], [5.21, 4.65, 3.14], [6.58, 4.97, 2.03], [5.88, 3.34, 2.14], [6.03, 5.21, 7.80], [6.70, 3.90, 6.76], [7.05, 4.51, 5.44], [5.15, 3.01, 6.55], [6.83, 5.91, 8.03], [5.23, 5.73, 7.28], [5.66, 4.78, 8.73], [4.40, 3.66, 6.10], [4.80, 2.65, 7.51], [5.33, 2.16, 5.88], [9.90, -3.09, -3.25], [8.59, -4.10, -2.54], [9.23, -5.03, -1.56], [8.25, -5.05, -4.04], [10.30, -2.43, -2.47], [10.71, -3.72, -3.63], [9.50, -2.48, -4.06], [9.16, -5.57, -4.37], [7.90, -4.38, -4.82], [7.48, -5.79, -3.81], [-5.55, 10.89, 3.00], [-4.89, 10.97, 1.32], [-5.18, 9.66, 0.66], [-3.15, 10.95, 1.80], [-6.64, 10.86, 2.93], [-5.19, 10.00, 3.50], [-5.25, 11.78, 3.55], [-2.93, 10.05, 2.38], [-2.92, 11.84, 2.39], [-2.54, 10.96, 0.90]],
  "spin_multiplicity": 1,
  "e_tot_ha": -7335.83063
}



Entry 2:
{
  "formula": "C18H21N7O5S",
  "method": "ωB97M-V/def2-TZVPD",
  "elements": ["C", "C", "C", "N", "C", "S", "C", "C", "N", "C", "C", "C", "N", "C", "C", "C", "H", "H", "H", "H", "H", "H", "H", "H", "H", "H", "H", "H", "H", "H", "H", "H", "H", "H", "H", "O", "N", "O", "C", "C", "C", "N", "O", "O", "C", "C", "N", "O", "N", "C", "H", "H"],
  "positions_angstrom": [[-3.26, 0.76, -0.42], [-3.09, 0.31, 1.03], [-4.40, 0.49, 1.79], [-2.64, -1.09, 1.14], [-1.54, -1.16, 1.81], [-0.84, -2.68, 2.26], [-2.53, -3.53, 2.37], [-2.39, -4.98, 2.61], [-2.23, -6.11, 2.81], [-0.99, 0.20, 2.29], [-1.07, 0.26, 3.81], [0.42, 0.47, 1.78], [-1.99, 1.06, 1.66], [-2.08, 2.41, 1.84], [-1.03, 3.24, 2.05], [-1.14, 4.51, 2.79], [-3.98, 0.10, -0.92], [-3.62, 1.79, -0.46], [-2.31, 0.69, -0.95], [-5.15, -0.16, 1.32], [-4.29, 0.18, 2.84], [-4.75, 1.52, 1.74], [-3.05, -3.06, 3.22], [-3.06, -3.32, 1.43], [-0.45, -0.55, 4.23], [-0.70, 1.21, 4.20], [-2.10, 0.11, 4.15], [1.07, -0.37, 2.08], [0.43, 0.54, 0.68], [0.83, 1.39, 2.21], [-3.10, 2.81, 1.77], [-0.05, 2.98, 1.66], [-0.41, 5.25, 2.44], [-2.13, 4.96, 2.62], [-1.01, 4.39, 3.87], [-2.53, 7.61, -3.61], [-1.73, 6.66, -3.70], [-1.43, 6.12, -4.79], [-1.07, 6.11, -2.53], [-0.14, 5.08, -2.64], [0.52, 4.58, -1.50], [1.64, 3.67, -1.63], [2.14, 3.48, -2.76], [2.08, 3.13, -0.58], [0.20, 5.02, -0.20], [-0.72, 6.08, -0.06], [-1.13, 6.76, 1.05], [-2.14, 7.64, 0.55], [-2.24, 7.60, -0.82], [-1.37, 6.62, -1.20], [0.08, 4.64, -3.61], [0.70, 4.65, 0.68]],
  "e_above_lowest_kj_mol": 0.0,
  "spin_multiplicity": 1
}



Entry 3:
{
  "formula": "C27H28FN3O2SY",
  "method": "ωB97M-V/def2-TZVPD",
  "elements": ["Y", "C", "C", "C", "C", "C", "C", "C", "C", "C", "H", "H", "H", "H", "H", "H", "H", "H", "H", "H", "H", "H", "O", "N", "C", "C", "C", "C", "C", "S", "H", "H", "H", "H", "N", "C", "O", "C", "C", "C", "C", "N", "C", "H", "H", "H", "H", "H", "H", "F", "C", "C", "C", "C", "C", "C", "C", "H", "H", "H", "H", "H", "H"],
  "positions_angstrom": [[0.74, -0.25, 0.15], [0.20, 3.68, 1.71], [-0.69, 2.71, 0.98], [-1.08, 2.94, -0.34], [-1.99, 2.10, -0.98], [-2.48, 2.45, -2.36], [-2.46, 0.98, -0.31], [-2.06, 0.69, 0.99], [-2.64, -0.46, 1.77], [-1.17, 1.57, 1.62], [1.22, 3.29, 1.81], [-0.18, 3.84, 2.72], [0.24, 4.64, 1.20], [-0.73, 3.83, -0.86], [-1.64, 2.67, -3.03], [-3.09, 3.35, -2.33], [-3.08, 1.65, -2.80], [-3.20, 0.34, -0.79], [-1.87, -1.18, 2.05], [-3.39, -0.99, 1.19], [-3.10, -0.10, 2.69], [-0.94, 1.43, 2.67], [1.96, -1.96, -0.84], [1.65, -3.22, -0.59], [2.64, -4.14, -0.57], [2.38, -5.45, -0.30], [1.07, -5.85, -0.05], [0.07, -4.91, -0.09], [0.36, -3.57, -0.36], [-0.87, -2.36, -0.40], [3.62, -3.75, -0.78], [3.20, -6.16, -0.28], [0.84, -6.88, 0.18], [-0.96, -5.17, 0.10], [-2.40, -1.25, -4.20], [-1.79, -0.19, -4.80], [-2.24, 0.39, -5.76], [-0.48, 0.23, -4.18], [0.52, 0.78, -4.97], [1.68, 1.22, -4.34], [1.78, 1.12, -2.97], [0.81, 0.61, -2.20], [-0.30, 0.17, -2.82], [-3.24, -1.60, -4.61], [-1.92, -1.84, -3.54], [0.38, 0.87, -6.03], [2.49, 1.64, -4.92], [2.67, 1.46, -2.46], [-1.08, -0.23, -2.18], [0.75, 2.77, 6.41], [1.03, 1.95, 5.38], [2.12, 2.23, 4.57], [2.40, 1.38, 3.51], [1.61, 0.25, 3.25], [1.91, -0.66, 2.10], [0.53, 0.01, 4.10], [0.23, 0.85, 5.16], [2.74, 3.08, 4.79], [3.27, 1.58, 2.89], [1.65, -1.69, 2.39], [2.98, -0.66, 1.89], [-0.08, -0.87, 3.93], [-0.60, 0.65, 5.82]],
  "e_above_lowest_kj_mol": 42.5,
  "spin_multiplicity": 1,
  "total_charge": 1
}



Entry 4:
{
  "formula": "C32H35N2S",
  "method": "ωB97M-V/def2-TZVPD",
  "elements": ["C", "C", "C", "S", "C", "C", "H", "H", "H", "H", "H", "H", "H", "H", "H", "H", "C", "N", "C", "C", "C", "C", "C", "C", "C", "C", "C", "C", "C", "C", "C", "C", "C", "N", "C", "C", "C", "C", "C", "C", "C", "C", "C", "C", "C", "H", "H", "H", "H", "H", "H", "H", "H", "H", "H", "H", "H", "H", "H", "H", "H", "H", "H", "H", "H", "H", "H", "H", "H", "H"],
  "positions_angstrom": [[3.10, -1.12, 4.71], [3.85, -0.67, 3.45], [3.57, -1.51, 2.21], [1.83, -1.54, 1.74], [1.33, -2.34, 3.28], [1.62, -1.50, 4.52], [3.63, -1.96, 5.16], [3.14, -0.30, 5.44], [3.59, 0.38, 3.23], [4.92, -0.68, 3.67], [4.08, -1.09, 1.32], [3.88, -2.55, 2.34], [0.26, -2.51, 3.16], [1.85, -3.31, 3.31], [1.30, -2.05, 5.42], [1.01, -0.59, 4.48], [-6.02, 1.10, 1.97], [-5.08, -0.03, 2.17], [-5.57, -1.33, 1.81], [-5.93, -1.64, 0.48], [-6.36, -2.92, 0.15], [-6.43, -3.91, 1.14], [-6.06, -3.62, 2.46], [-5.62, -2.34, 2.79], [-3.74, 0.25, 1.84], [-2.71, 0.17, 2.80], [-1.39, 0.34, 2.42], [-1.00, 0.65, 1.08], [0.39, 0.86, 0.80], [1.06, 1.31, -0.39], [2.47, 1.58, -0.32], [3.19, 2.06, -1.40], [2.55, 2.30, -2.64], [3.28, 2.69, -3.79], [2.88, 3.99, -4.38], [3.59, 1.65, -4.73], [2.62, 1.18, -5.62], [2.93, 0.12, -6.49], [4.21, -0.44, -6.47], [5.18, 0.03, -5.57], [4.87, 1.07, -4.70], [1.16, 2.12, -2.71], [0.46, 1.57, -1.65], [-2.08, 0.78, 0.15], [-3.40, 0.65, 0.54], [-5.52, 2.03, 2.27], [-6.33, 1.18, 0.91], [-6.91, 0.95, 2.58], [-5.83, -0.85, -0.28], [-6.63, -3.14, -0.89], [-6.79, -4.90, 0.87], [-6.11, -4.39, 3.22], [-5.30, -2.09, 3.81], [-2.99, -0.02, 3.84], [-0.60, 0.22, 3.17], [1.03, 0.85, 1.69], [2.99, 1.36, 0.61], [4.25, 2.28, -1.34], [3.48, 4.16, -5.28], [1.81, 3.99, -4.66], [3.08, 4.78, -3.65], [1.62, 1.63, -5.60], [2.15, -0.24, -7.17], [4.44, -1.24, -7.17], [6.18, -0.42, -5.56], [5.60, 1.46, -3.98], [0.66, 2.39, -3.64], [-0.58, 1.33, -1.84], [-1.90, 0.97, -0.89], [-4.21, 0.83, -0.17]],
  "spin_multiplicity": 1,
  "total_charge": 1,
  "e_tot_ha": -1747.78710
}



Entry 5:
{
  "formula": "C45H51N3O4P",
  "method": "ωB97M-V/def2-TZVPD",
  "elements": ["C", "O", "C", "C", "C", "C", "P", "C", "C", "C", "C", "O", "C", "C", "C", "C", "C", "C", "C", "O", "C", "C", "C", "C", "C", "H", "H", "H", "H", "H", "H", "H", "H", "H", "H", "H", "H", "H", "H", "H", "H", "H", "H", "H", "H", "H", "C", "N", "C", "O", "C", "C", "C", "C", "C", "C", "C", "C", "N", "C", "C", "C", "C", "C", "C", "C", "N", "C", "C", "C", "C", "C", "C", "C", "H", "H", "H", "H", "H", "H", "H", "H", "H", "H", "H", "H", "H", "H", "H", "H", "H", "H", "H", "H", "H", "H", "H", "H", "H", "H", "H", "H", "H", "H"],
  "positions_angstrom": [[5.48, 1.63, -4.50], [4.07, 1.70, -4.70], [3.25, 1.24, -3.71], [1.86, 1.29, -3.98], [0.99, 0.71, -3.07], [1.47, 0.00, -1.94], [0.44, -1.22, -1.08], [-1.21, -1.11, -1.88], [-1.66, -2.02, -2.88], [-2.82, -1.80, -3.62], [-3.62, -0.67, -3.32], [-4.63, -0.41, -4.20], [-5.33, 0.86, -4.04], [-3.27, 0.17, -2.22], [-2.07, -0.04, -1.57], [1.04, -2.83, -1.69], [0.42, -4.00, -1.19], [0.48, -5.20, -1.90], [1.23, -5.26, -3.10], [1.15, -6.26, -4.04], [0.32, -7.41, -3.76], [2.04, -4.16, -3.46], [2.00, -2.98, -2.72], [2.83, 0.13, -1.61], [3.73, 0.72, -2.49], [5.93, 2.12, -5.36], [5.80, 2.14, -3.59], [5.79, 0.59, -4.44], [1.54, 1.77, -4.91], [-0.08, 0.75, -3.27], [-1.04, -2.90, -3.12], [-3.17, -2.37, -4.48], [-5.99, 0.93, -4.90], [-5.91, 0.88, -3.10], [-4.61, 1.70, -3.99], [-3.92, 1.00, -1.93], [-1.75, 0.67, -0.81], [-0.17, -3.92, -0.27], [-0.05, -6.07, -1.51], [0.53, -8.10, -4.59], [0.57, -7.89, -2.79], [-0.74, -7.10, -3.73], [2.63, -4.32, -4.36], [2.67, -2.17, -2.98], [3.21, -0.29, -0.69], [4.81, 0.80, -2.24], [-1.94, 3.56, 5.58], [-2.19, 2.94, 4.27], [-3.35, 3.10, 3.54], [-4.36, 3.65, 3.97], [-3.10, 2.39, 2.21], [-2.98, 3.45, 1.07], [-4.37, 3.95, 0.68], [-5.33, 2.98, 0.34], [-6.67, 3.35, 0.16], [-7.05, 4.70, 0.29], [-6.07, 5.67, 0.59], [-4.73, 5.30, 0.77], [-1.86, 1.61, 2.47], [-1.37, 0.67, 1.64], [-0.06, 0.22, 1.66], [0.51, -0.91, 0.95], [1.94, -1.23, 1.31], [2.47, -2.52, 1.02], [3.74, -2.92, 1.43], [4.59, -1.99, 2.14], [5.86, -2.40, 2.56], [6.86, -1.37, 2.90], [5.97, -3.54, 3.47], [4.08, -0.69, 2.42], [2.82, -0.29, 1.96], [-1.16, 2.13, 3.64], [-0.01, 3.08, 3.25], [-0.76, 1.08, 4.69], [-2.78, 4.28, 5.74], [-1.91, 2.75, 6.35], [-0.94, 4.05, 5.56], [-3.95, 1.71, 2.02], [-2.33, 4.29, 1.42], [-2.51, 2.93, 0.20], [-5.03, 1.94, 0.21], [-7.43, 2.58, -0.04], [-8.09, 5.00, 0.11], [-6.38, 6.72, 0.73], [-3.95, 6.06, 0.94], [-2.12, 0.31, 0.94], [0.60, 0.70, 2.38], [-0.23, -1.82, 0.85], [1.89, -3.25, 0.42], [4.10, -3.93, 1.16], [6.86, -0.59, 2.14], [6.62, -0.93, 3.89], [7.87, -1.81, 2.95], [5.18, -4.29, 3.27], [6.96, -4.02, 3.36], [5.87, -3.19, 4.53], [4.67, 0.00, 3.07], [2.62, 0.77, 2.17], [-0.46, 3.93, 2.71], [0.43, 3.43, 4.18], [0.74, 2.60, 2.62], [-1.67, 0.69, 5.14], [-0.20, 0.25, 4.25], [-0.15, 1.57, 5.46]],
  "e_above_lowest_kj_mol": 106.5,
  "spin_multiplicity": 1,
  "total_charge": 1
}



Entry 6:
{
  "formula": "C4H6O2",
  "method": "ωB97M-V/def2-TZVPD",
  "elements": ["C", "O", "C", "C", "C", "O", "H", "H", "H", "H", "H", "H"],
  "positions_angstrom": [[2.51, 0.75, -0.07], [2.68, -0.07, 0.79], [-0.28, -0.86, 0.10], [-1.49, -0.90, 0.65], [-1.87, 0.21, -0.30], [-0.50, 0.15, -0.83], [2.91, 1.78, 0.01], [1.93, 0.53, -0.99], [0.70, -1.32, 0.19], [-1.99, -1.46, 1.43], [-2.06, 1.19, 0.13], [-2.59, -0.02, -1.08]],
  "e_above_lowest_kj_mol": 326.4,
  "spin_multiplicity": 1
}